Molecular formula: C23H54N7O8
Method: DFT, ωB97M-V with the def2-TZVPD basis set

## Properties
energy relative to the best compared isomer or geometry (same formula, charge and spin): 5.614 eV
gap between HOMO and LUMO: 0.1871 Ha
M: 556.73 g mol⁻¹
LUMO: 2.317 eV
charge: -1

Each line ends with the Mulliken charge.
Positions of all 92 atoms, in Å:
C (-33.6462, -7.8825, -1.8846)  -0.522
C (-33.4713, -6.3870, -2.1536)  2.089
O (-32.2437, -5.8772, -2.0502)  -0.863
H (-33.1410, -8.5714, -2.5591)  0.177
H (-34.7203, -8.1048, -1.7944)  0.295
H (-33.2666, -8.0488, -0.8666)  -0.399
H (-34.1917, -5.7595, -1.5386)  -1.008
H (-33.9479, -6.1236, -3.1512)  -0.635
C (-30.2870, -8.6700, -3.9403)  0.376
O (-29.9192, -8.0108, -3.0177)  -0.480
N (-29.5645, -8.8941, -5.0773)  0.084
C (-28.3054, -8.2084, -5.2674)  -0.994
C (-30.2124, -9.3500, -6.2749)  -0.991
H (-31.3197, -9.0583, -4.0199)  0.043
H (-27.6557, -8.7927, -5.9239)  0.354
H (-27.8016, -8.1715, -4.3046)  0.287
H (-28.4568, -7.2239, -5.7140)  0.331
H (-29.4973, -9.8510, -6.9296)  0.323
H (-30.9130, -10.1406, -5.9880)  0.368
H (-30.7422, -8.5901, -6.8570)  0.305
C (-37.3850, -7.1957, -6.7733)  -0.029
O (-37.6536, -8.3657, -6.9312)  -0.587
N (-36.2135, -6.7154, -6.3075)  0.167
C (-36.0983, -5.3312, -5.8966)  -0.782
C (-35.2985, -7.7006, -5.7734)  -0.843
H (-38.0566, -6.3670, -7.0744)  0.363
H (-36.5044, -4.6897, -6.6842)  0.391
H (-35.0562, -5.0684, -5.7633)  0.262
H (-36.6354, -5.0870, -4.9729)  0.185
H (-35.0738, -8.4542, -6.5334)  0.328
H (-34.3446, -7.3158, -5.4312)  0.370
H (-35.7672, -8.2717, -4.9706)  0.142
C (-37.2593, -6.5836, -0.9340)  -0.013
O (-37.2499, -5.7497, -0.0443)  -0.622
N (-38.1552, -6.6065, -1.9482)  0.179
C (-38.0297, -7.5654, -3.0605)  -0.477
C (-39.0232, -5.4663, -2.1557)  -1.041
H (-36.5524, -7.4209, -0.9313)  0.499
H (-38.6576, -8.4567, -2.9845)  0.240
H (-36.9972, -7.8930, -3.1482)  -0.094
H (-38.3618, -7.0014, -3.9339)  0.308
H (-39.9235, -5.8134, -2.6627)  0.452
H (-39.3995, -5.0008, -1.2462)  0.307
H (-38.4593, -4.6982, -2.6936)  0.292
C (-30.3291, -2.6758, -3.2862)  0.068
O (-30.0634, -3.8366, -3.3685)  -0.488
N (-31.4834, -2.1515, -3.7991)  0.254
C (-31.7742, -0.7314, -3.8665)  -0.967
C (-32.4312, -3.0143, -4.4243)  -0.926
H (-29.7009, -1.8619, -2.8775)  0.286
H (-32.3890, -0.5342, -4.7433)  0.303
H (-30.8636, -0.1370, -3.9109)  0.382
H (-32.3844, -0.4409, -3.0031)  0.265
H (-31.8745, -3.8972, -4.7495)  0.312
H (-33.2245, -3.3686, -3.7609)  0.063
H (-32.9086, -2.6070, -5.3214)  0.447
C (-33.6464, -4.3116, 3.4440)  -0.091
O (-32.7926, -3.5239, 3.1401)  -0.524
N (-33.9987, -5.3680, 2.6791)  0.727
C (-33.2417, -5.6083, 1.4719)  -0.724
C (-35.2110, -6.1338, 2.8487)  -0.696
H (-34.3109, -4.2353, 4.3280)  0.275
H (-32.8410, -4.8302, 0.8253)  0.056
H (-33.8725, -6.1983, 0.7996)  0.268
H (-32.3648, -6.2492, 1.6226)  0.016
H (-35.7717, -5.7575, 3.7064)  0.359
H (-35.8488, -6.0795, 1.9612)  0.127
H (-34.9994, -7.2014, 2.9882)  0.137
C (-33.1613, -9.7610, 4.5115)  -0.001
O (-33.7616, -10.7916, 4.3074)  -0.598
N (-32.7105, -8.9493, 3.5360)  0.340
C (-32.6976, -9.4446, 2.1652)  -1.052
C (-31.7991, -7.8464, 3.8603)  -1.041
H (-32.8863, -9.4138, 5.5200)  0.285
H (-33.7046, -9.6809, 1.8302)  0.269
H (-32.0872, -10.3469, 2.0770)  0.407
H (-32.2747, -8.6723, 1.5301)  0.371
H (-32.2941, -6.8721, 3.7952)  0.234
H (-31.4830, -7.8967, 4.9040)  0.419
H (-30.9788, -7.8456, 3.1478)  0.382
C (-33.3862, -2.6867, -0.6319)  0.464
O (-32.6286, -2.2595, 0.2158)  -0.644
N (-34.7437, -2.6908, -0.4859)  0.275
C (-35.3474, -2.2325, 0.7240)  -1.100
C (-35.6106, -3.2454, -1.5336)  -0.710
H (-33.0958, -3.1267, -1.6005)  -0.019
H (-36.0082, -1.3697, 0.5702)  0.326
H (-34.5916, -1.9517, 1.4539)  0.359
H (-35.9549, -3.0188, 1.1899)  0.274
H (-36.5835, -2.7623, -1.4005)  0.486
H (-35.2290, -2.9965, -2.5229)  0.244
H (-35.7351, -4.3167, -1.3887)  -0.033

Molecular formula: C23H55N7O8S
Method: DFT, ωB97M-V with the def2-TZVPD basis set

## Properties
energy relative to the best compared isomer or geometry (same formula, charge and spin): 0.804 eV
gap between HOMO and LUMO: 0.3297 Ha
M: 589.80 g mol⁻¹
LUMO: 0.291 eV
charge: 0

Each line ends with the Mulliken charge.
Positions of all 94 atoms, in Å:
C (-2.2416, 1.6162, 1.6638)  -0.605
S (-1.8152, 2.4859, 0.1400)  0.200
O (-1.2879, 3.8024, 0.6604)  -0.414
C (-0.4073, 1.4509, -0.3508)  -0.307
H (-1.3196, 1.5281, 2.3060)  -0.189
H (-2.6244, 0.6495, 1.3580)  0.375
H (-3.0495, 2.1925, 2.1243)  0.480
H (-0.1955, 1.6441, -1.4420)  0.207
H (-0.7323, 0.4684, -0.3150)  -0.105
H (0.4035, 1.7017, 0.2904)  0.410
C (-0.4302, -3.8309, 1.7243)  0.040
O (-0.4000, -4.4503, 2.7709)  -0.618
N (0.6520, -3.5222, 0.9608)  0.188
C (0.6707, -2.2835, 0.2101)  0.524
C (1.9575, -3.8690, 1.5686)  -1.157
H (-1.3813, -3.4935, 1.2729)  0.385
H (-0.2603, -2.1643, -0.2307)  -0.745
H (1.4041, -2.3030, -0.5964)  0.246
H (0.9363, -1.4703, 0.9084)  0.082
H (1.8386, -4.6436, 2.3210)  0.374
H (2.5861, -4.2270, 0.7836)  0.383
H (2.4511, -3.0546, 2.0870)  0.313
C (1.4778, 7.1036, 0.1078)  0.075
O (2.1797, 6.9586, 1.1062)  -0.585
N (0.1249, 7.0418, 0.1529)  0.090
C (-0.5879, 6.5771, -0.9509)  -0.778
C (-0.4484, 6.7670, 1.4257)  -0.822
H (1.9613, 7.2620, -0.8765)  0.340
H (-0.2339, 7.0134, -1.9070)  0.375
H (-1.5927, 6.9323, -0.7692)  0.260
H (-0.6781, 5.4757, -1.0309)  0.199
H (-0.3975, 5.7150, 1.6762)  0.223
H (-0.0666, 7.4862, 2.1913)  0.288
H (-1.5105, 7.0211, 1.2529)  0.332
C (-0.4322, -2.6680, -3.4061)  0.316
O (-0.5763, -3.8101, -3.0086)  -0.684
N (-0.0420, -2.2714, -4.6276)  0.269
C (0.3078, -3.2316, -5.6840)  -0.987
C (-0.1860, -0.8440, -5.0475)  -0.883
H (-0.7011, -1.7626, -2.7742)  0.154
H (0.5350, -4.2173, -5.3582)  0.352
H (1.1564, -2.8555, -6.2857)  0.281
H (-0.6737, -3.4032, -6.3570)  0.268
H (-1.0482, -0.9064, -5.6966)  0.401
H (-0.3563, -0.1456, -4.2360)  0.209
H (0.6915, -0.6076, -5.6617)  0.248
C (-2.9315, -2.8710, -1.4501)  -0.099
O (-2.2453, -1.9118, -1.0906)  -0.518
N (-3.7500, -2.8702, -2.5345)  0.275
C (-4.4518, -4.0400, -2.9063)  -0.959
C (-3.6800, -1.7722, -3.4671)  -0.473
H (-2.9743, -3.8458, -0.9030)  0.189
H (-4.1086, -4.8589, -2.2866)  0.311
H (-4.1838, -4.3187, -3.9320)  0.363
H (-5.5922, -3.9036, -2.8484)  0.285
H (-3.8975, -2.0798, -4.5144)  0.323
H (-4.3419, -0.9059, -3.2414)  0.294
H (-2.6435, -1.4026, -3.3641)  -0.015
C (0.5941, 1.4300, 5.9438)  -0.043
O (1.2893, 0.6026, 6.4626)  -0.581
N (0.7465, 1.9080, 4.6826)  0.397
C (-0.0150, 3.1667, 4.3093)  -0.953
C (1.8614, 1.5181, 3.7948)  -0.819
H (-0.2947, 1.8384, 6.4742)  0.323
H (0.3605, 4.0891, 4.7821)  0.356
H (-1.0650, 3.0388, 4.6830)  0.347
H (-0.0590, 3.3069, 3.2127)  0.214
H (2.1241, 2.3299, 3.1182)  0.403
H (2.7696, 1.1631, 4.3350)  0.327
H (1.4645, 0.6543, 3.2736)  0.015
C (2.7609, -0.0510, -3.2070)  0.173
O (1.8366, 0.5889, -2.8261)  -0.593
N (3.6608, 0.3051, -4.1772)  0.168
C (4.8805, -0.4498, -4.5495)  -0.967
C (3.5886, 1.6075, -4.8359)  -0.972
H (3.0295, -0.9723, -2.6755)  0.256
H (4.6452, -1.0373, -5.4990)  0.291
H (5.1507, -1.1390, -3.7181)  0.314
H (5.7001, 0.1843, -4.7454)  0.367
H (3.9048, 1.3846, -5.8693)  0.379
H (2.5674, 2.0671, -4.7767)  0.259
H (4.2941, 2.3380, -4.4404)  0.324
C (0.2641, -1.7509, 4.2626)  -0.226
O (-0.0931, -1.0410, 3.3570)  -0.379
N (-0.4667, -2.3391, 5.2516)  0.433
C (0.1275, -3.0277, 6.3385)  -0.963
C (-1.9380, -2.1215, 5.2192)  -0.952
H (1.3647, -1.8922, 4.4124)  0.365
H (1.1766, -3.2841, 6.1087)  0.326
H (-0.4324, -3.9256, 6.4954)  0.334
H (0.1023, -2.4061, 7.2660)  0.263
H (-2.4771, -3.0631, 5.2377)  0.318
H (-2.1476, -1.4621, 6.1124)  0.327
H (-2.1331, -1.6358, 4.2744)  0.183

Molecular formula: C23H56AsGeN2PtS2Si3
Method: DFT, ωB97M-V with the def2-TZVPD basis set

## Properties
energy relative to the best compared isomer or geometry (same formula, charge and spin): 0.828 eV
2S+1: 4
gap between HOMO and LUMO (alpha / beta): 0.2693 / 0.2163 Ha
M: 851.72 g mol⁻¹
LUMO (alpha / beta): -4.856 / -7.787 eV
charge: +2

Each line ends with the Löwdin spin population.
Positions of all 89 atoms, in Å:
Pt (0.1750, 0.0001, -0.1685)  0.871
S (2.5583, 0.5031, -0.1629)  0.210
C (2.8321, 1.1483, 1.3789)  0.041
N (2.1538, 0.8506, 2.4735)  0.009
C (2.4909, 1.5702, 3.7012)  0.001
C (3.8343, 2.2712, 3.4465)  0.005
S (4.0899, 2.2934, 1.6410)  0.024
H (1.3340, 0.2604, 2.3906)  0.000
H (2.5738, 0.8592, 4.5227)  0.000
H (1.6975, 2.2821, 3.9413)  0.000
H (4.6616, 1.7418, 3.9127)  0.000
H (3.8249, 3.2971, 3.8062)  0.001
C (-5.9042, -0.8487, 0.7243)  0.000
C (-5.1976, 0.3053, 0.0053)  0.000
C (-5.6054, 0.3569, -1.4719)  0.000
C (-5.4922, 1.6393, 0.7021)  0.000
C (-3.7431, 0.0538, 0.0683)  0.003
N (-2.6146, -0.1654, 0.1178)  0.095
H (-6.9799, -0.7185, 0.6167)  0.000
H (-5.6639, -0.8618, 1.7867)  0.000
H (-5.6317, -1.8111, 0.2923)  0.000
H (-6.6798, 0.5257, -1.5313)  0.000
H (-5.3787, -0.5793, -1.9797)  0.000
H (-5.1026, 1.1701, -1.9950)  0.000
H (-6.5721, 1.7733, 0.7551)  0.000
H (-5.0778, 2.4797, 0.1462)  0.000
H (-5.0997, 1.6559, 1.7186)  0.000
C (1.3329, 3.9381, -1.0575)  0.001
C (0.6138, 3.7617, 0.2717)  0.028
As (-0.6403, 2.2786, 0.3107)  0.137
C (-1.5915, 2.4800, 1.9940)  0.013
C (-2.3720, 3.7838, 2.1220)  0.005
C (-1.9214, 2.7863, -1.0691)  0.033
C (-1.6867, 2.1113, -2.4097)  0.006
H (2.0950, 4.7116, -0.9636)  0.000
H (0.6441, 4.2569, -1.8403)  0.000
H (1.8254, 3.0239, -1.3832)  0.000
H (0.0006, 4.6400, 0.4928)  0.005
H (1.3089, 3.6313, 1.1007)  0.000
H (-0.8387, 2.3908, 2.7837)  0.000
H (-2.2421, 1.6070, 2.0737)  0.000
H (-1.7183, 4.6556, 2.1127)  0.000
H (-2.9207, 3.8028, 3.0634)  0.001
H (-3.0992, 3.8989, 1.3181)  0.000
H (-1.8492, 3.8735, -1.1554)  0.004
H (-2.9119, 2.5554, -0.6759)  0.001
H (-0.7215, 2.3834, -2.8400)  0.000
H (-2.4592, 2.4080, -3.1196)  0.000
H (-1.7135, 1.0223, -2.3144)  0.003
C (-0.9768, -5.0901, -1.8843)  0.055
Si (-0.9031, -3.2439, -2.1122)  0.226
C (0.1658, -2.6491, -3.5139)  0.016
C (-2.5927, -2.4694, -2.0834)  0.061
Ge (0.1143, -2.4173, 0.1042)  0.629
Si (-0.8234, -3.3547, 2.1153)  0.059
C (-0.1307, -2.2870, 3.4948)  0.007
C (-2.6783, -3.1396, 2.0221)  0.010
C (-0.3773, -5.1566, 2.3384)  0.008
Si (2.4864, -3.4200, -0.2770)  0.227
C (3.1888, -2.8721, 1.3585)  0.072
C (2.2876, -5.2645, -0.4096)  0.044
C (3.2510, -2.6404, -1.7793)  0.022
H (-1.6168, -5.4934, -2.6747)  0.011
H (-1.4287, -5.3679, -0.9319)  0.002
H (-0.0079, -5.5733, -1.9649)  0.000
H (-0.4594, -2.4698, -4.3912)  0.003
H (0.9234, -3.3794, -3.7922)  0.000
H (0.6633, -1.7105, -3.2673)  0.002
H (-3.1797, -2.9853, -2.8498)  0.011
H (-2.5562, -1.4099, -2.3242)  0.000
H (-3.0998, -2.5899, -1.1289)  0.002
H (-0.4432, -1.2507, 3.3450)  0.001
H (0.9555, -2.3219, 3.5639)  0.000
H (-0.5307, -2.6115, 4.4574)  0.001
H (-2.9470, -2.0959, 1.8701)  0.000
H (-3.1205, -3.4773, 2.9616)  0.001
H (-3.1265, -3.7280, 1.2208)  0.000
H (0.6668, -5.2988, 2.6166)  0.000
H (-0.5725, -5.7475, 1.4436)  0.000
H (-0.9893, -5.5754, 3.1387)  0.001
H (2.5843, -3.1905, 2.2051)  0.002
H (3.3308, -1.7920, 1.3947)  0.000
H (4.1681, -3.3502, 1.4565)  0.014
H (1.4483, -5.6562, 0.1613)  0.003
H (3.1956, -5.7164, -0.0001)  0.008
H (2.1951, -5.5893, -1.4436)  0.000
H (2.8856, -1.6324, -1.9612)  0.002
H (3.0780, -3.2392, -2.6708)  0.000
H (4.3302, -2.5682, -1.6242)  0.005

Molecular formula: C23H57INO15S5
Method: DFT, ωB97M-V with the def2-TZVPD basis set

## Properties
gap between HOMO and LUMO: 0.3421 Ha
M: 874.94 g mol⁻¹
LUMO: -2.709 eV
charge: +1

Each line ends with the Mulliken charge.
Positions of all 102 atoms, in Å:
C (-2.7428, -0.4248, 0.1079)  -1.358
C (-2.7738, 0.7915, -0.8247)  0.011
I (-3.9749, 2.3567, 0.0254)  0.095
C (-1.3472, 1.2117, -1.1407)  -0.851
N (-1.1210, 2.1316, -2.3223)  0.427
C (-1.1301, 3.6201, -1.9918)  -0.170
C (-1.6622, 4.4390, -3.1502)  -0.950
C (-3.0979, 4.0271, -3.4648)  -0.553
C (-3.2234, 2.5134, -3.7327)  -0.469
C (-1.9093, 1.7638, -3.5692)  -0.941
H (-3.4714, -1.1513, -0.2439)  0.345
H (-2.9646, -0.1923, 1.1467)  0.475
H (-1.7616, -0.9013, 0.0690)  0.384
H (-3.2980, 0.5357, -1.7410)  0.431
H (-0.8762, 1.6850, -0.2773)  0.425
H (-0.7886, 0.3044, -1.3888)  0.141
H (-0.1605, 1.9252, -2.5819)  -0.042
H (-1.7625, 3.7381, -1.1154)  0.195
H (-0.1051, 3.8755, -1.7256)  0.294
H (-1.0124, 4.3432, -4.0249)  0.352
H (-1.6230, 5.4884, -2.8557)  0.419
H (-3.4737, 4.5935, -4.3150)  0.352
H (-3.7163, 4.2967, -2.6073)  0.244
H (-4.0015, 2.0763, -3.1074)  0.157
H (-3.5234, 2.3292, -4.7654)  0.472
H (-1.2419, 1.9850, -4.4018)  0.552
H (-2.0422, 0.6825, -3.5383)  0.511
O (0.3813, -1.7275, -2.4738)  -0.621
S (1.4552, -1.4085, -3.3823)  1.202
O (1.1663, -1.4149, -4.7806)  -0.649
O (2.6955, -2.2904, -3.0337)  -0.292
C (2.4915, -3.7420, -2.8461)  -0.230
C (2.2395, -4.4598, -4.1430)  -0.936
C (2.1672, 0.1561, -2.9748)  -0.957
H (1.6800, -3.8605, -2.1292)  0.199
H (3.4226, -4.0540, -2.3814)  0.283
H (1.2890, -4.1766, -4.5934)  0.383
H (2.2351, -5.5298, -3.9379)  0.364
H (3.0396, -4.2703, -4.8564)  0.253
H (2.3723, 0.2018, -1.9085)  0.327
H (1.4432, 0.9034, -3.2973)  0.226
H (3.0791, 0.2779, -3.5539)  0.452
O (-4.3229, -5.7815, -3.3825)  -0.634
S (-4.4754, -5.8507, -1.9596)  1.181
O (-5.3456, -4.9130, -1.3163)  -0.608
O (-3.0331, -5.7817, -1.2909)  -0.318
C (-2.1334, -4.7621, -1.7988)  -0.667
C (-2.5490, -3.3748, -1.3663)  -0.401
C (-4.8975, -7.4798, -1.4603)  -0.930
H (-2.0909, -4.8531, -2.8843)  0.421
H (-1.1673, -5.0451, -1.3865)  0.215
H (-3.5053, -3.1032, -1.8139)  0.405
H (-1.7960, -2.6492, -1.6770)  0.056
H (-2.6582, -3.3362, -0.2822)  0.335
H (-4.2168, -8.1799, -1.9359)  0.316
H (-5.9193, -7.6438, -1.7959)  0.373
H (-4.8387, -7.5360, -0.3767)  0.324
O (-0.8593, 1.7123, 4.4947)  -0.666
S (-0.9466, 3.1425, 4.5479)  1.185
O (0.2187, 3.8829, 4.9318)  -0.539
O (-2.1783, 3.5741, 5.4177)  -0.294
C (-2.3070, 3.0037, 6.7660)  -0.404
C (-1.3290, 3.6107, 7.7396)  -0.779
C (-1.5249, 3.7488, 2.9989)  -0.920
H (-2.1993, 1.9232, 6.6750)  0.365
H (-3.3374, 3.2364, 7.0211)  0.285
H (-0.3028, 3.3332, 7.5033)  0.271
H (-1.5658, 3.2358, 8.7368)  0.408
H (-1.3988, 4.6975, 7.7480)  0.146
H (-2.4130, 3.1892, 2.7192)  0.214
H (-0.7138, 3.5678, 2.2954)  0.337
H (-1.7294, 4.8131, 3.0822)  0.407
O (4.6227, -6.5648, -3.8788)  -0.599
S (5.9197, -6.7495, -4.4722)  1.222
O (5.9975, -6.8519, -5.8959)  -0.623
O (6.6281, -7.9783, -3.7835)  -0.304
C (5.8809, -9.2317, -3.6905)  -0.314
C (5.8315, -9.9687, -5.0070)  -0.965
C (7.0249, -5.4999, -3.9172)  -0.977
H (4.8885, -8.9999, -3.3045)  0.303
H (6.4311, -9.7863, -2.9348)  0.266
H (5.2498, -9.4274, -5.7504)  0.298
H (5.3679, -10.9422, -4.8413)  0.385
H (6.8358, -10.1263, -5.3984)  0.272
H (6.9736, -5.4361, -2.8340)  0.310
H (6.6965, -4.5730, -4.3826)  0.368
H (8.0267, -5.7557, -4.2517)  0.358
O (-0.1311, 8.7149, 5.8259)  -0.681
S (0.3996, 7.7133, 6.7057)  1.210
O (-0.5249, 6.8928, 7.4320)  -0.581
O (1.4228, 8.3899, 7.7027)  -0.286
C (0.9939, 9.6066, 8.3853)  -0.389
C (0.0380, 9.3222, 9.5190)  -0.955
C (1.5277, 6.6879, 5.8380)  -0.751
H (0.5657, 10.2755, 7.6392)  0.346
H (1.9297, 10.0304, 8.7414)  0.271
H (-0.9113, 8.9338, 9.1555)  0.291
H (-0.1484, 10.2527, 10.0575)  0.383
H (0.4670, 8.6004, 10.2133)  0.262
H (2.2256, 7.3164, 5.2925)  0.372
H (0.9180, 6.0861, 5.1682)  0.158
H (2.0361, 6.0386, 6.5457)  0.314

Among the records above, which one has the lowest M?
C23H54N7O8